a:
{
  "formula": "C5H7F",
  "method": "ωB97M-V with the def2-TZVPD basis set",
  "symbols": ["C", "C", "C", "C", "C", "F", "H", "H", "H", "H", "H", "H", "H"],
  "coordinates": [[1.030, -0.025, 0.704], [0.391, -1.148, -0.217], [-0.290, 0.777, 0.606], [-0.924, -0.390, -0.119], [-0.644, 0.872, -0.846], [0.259, 1.276, -1.819], [1.200, -0.501, 1.651], [1.902, 0.451, 0.440], [0.766, -1.380, -1.237], [0.578, -2.077, 0.435], [-0.907, 1.373, 1.374], [-1.853, -0.925, -0.035], [-1.509, 1.697, -0.938]],
  "mol_weight_g_mol": 86.11,
  "smiles": "F[C@H]1[C@H]2CC[C@@H]12",
  "multiplicity": 1,
  "total_charge": 0
}

b:
{
  "formula": "C5H7F",
  "method": "ωB97M-V with the def2-TZVPD basis set",
  "symbols": ["C", "C", "C", "C", "C", "F", "H", "H", "H", "H", "H", "H", "H"],
  "coordinates": [[1.292, -0.116, -0.191], [0.685, 1.008, -0.829], [-0.404, 0.887, 1.452], [-0.214, 0.303, 0.193], [-1.277, -0.647, -0.309], [-1.599, 0.844, 2.063], [1.217, -1.104, -0.623], [2.140, -0.019, 0.485], [1.093, 1.987, -0.601], [0.265, 1.597, 1.913], [-1.065, -0.922, -1.339], [-2.249, -0.159, -0.274], [-1.323, -1.545, 0.303]],
  "mol_weight_g_mol": 86.11,
  "multiplicity": 1,
  "total_charge": 0
}

c:
{
  "formula": "C5H7F",
  "method": "ωB97M-V with the def2-TZVPD basis set",
  "symbols": ["C", "C", "C", "C", "C", "H", "H", "H", "H", "H", "H", "H", "F"],
  "coordinates": [[1.352, -0.336, -1.524], [-0.037, -0.718, -1.101], [-0.736, -0.354, -0.023], [-0.352, 0.533, 1.078], [-1.101, 0.842, 2.120], [1.943, -1.278, -1.642], [1.822, 0.319, -0.803], [1.320, 0.121, -2.507], [-0.564, -1.405, -1.801], [-1.727, -0.722, 0.069], [-2.090, 0.463, 2.231], [-0.732, 1.476, 2.901], [0.901, 1.060, 1.002]],
  "mol_weight_g_mol": 86.11,
  "smiles": "C=C(F)/C=C\\C",
  "multiplicity": 1,
  "total_charge": 0
}

c (40.1 kcal/mol below the next structure)

a:
{
  "formula": "C7H17NO",
  "method": "ωB97M-V with the def2-TZVPD basis set",
  "symbols": ["C", "C", "C", "C", "C", "O", "N", "H", "H", "H", "H", "H", "H", "H", "H", "H", "H", "H", "C", "C", "H", "H", "H", "H", "H", "H"],
  "coordinates": [[-2.393, 0.698, 0.720], [-2.627, -0.518, 1.803], [-0.216, 1.608, 1.453], [-1.373, 0.141, -1.847], [-0.472, 0.730, -0.818], [0.637, 0.925, -1.317], [-1.042, 0.971, 0.364], [-2.946, 0.426, -0.276], [-3.014, 1.565, 0.973], [-3.546, -1.123, 1.344], [-3.281, -0.313, 2.737], [0.754, 1.898, 0.977], [-1.054, -0.327, -2.780], [-1.389, -0.842, 2.160], [-0.805, 2.555, 1.503], [-0.413, 0.955, 2.410], [-2.141, -0.676, -1.562], [-1.855, 0.973, -2.435], [3.684, -0.747, -0.136], [3.204, -1.767, -1.173], [3.502, 0.268, -0.542], [3.116, -0.817, 0.832], [4.760, -0.831, 0.144], [3.686, -2.759, -1.187], [3.234, -1.274, -2.204], [1.989, -1.719, -1.142]],
  "mol_weight_g_mol": 131.22,
  "smiles": "CCN(C)C(C)=O.CC",
  "multiplicity": 1,
  "total_charge": 0
}

b:
{
  "formula": "C7H17NO",
  "method": "ωB97M-V with the def2-TZVPD basis set",
  "symbols": ["C", "C", "H", "H", "H", "H", "H", "H", "C", "C", "C", "C", "C", "O", "N", "H", "H", "H", "H", "H", "H", "H", "H", "H", "H", "H"],
  "coordinates": [[-3.144, 3.053, 0.941], [-1.794, 2.917, 0.300], [-3.043, 3.454, 1.949], [-3.663, 3.825, 0.345], [-3.773, 2.182, 0.931], [-1.947, 2.962, -0.799], [-1.202, 2.017, 0.427], [-1.049, 3.667, 0.559], [0.297, -0.158, -1.495], [1.537, 0.751, -1.245], [1.718, -2.239, -1.118], [1.210, -0.564, 1.602], [0.306, -1.404, 0.709], [-0.620, -2.052, 1.102], [0.516, -1.447, -0.753], [-0.480, 0.453, -1.037], [-0.111, -0.415, -2.478], [2.453, 0.152, -1.123], [1.491, 1.228, -0.298], [2.497, -1.698, -1.675], [2.238, -0.921, 1.537], [1.742, 1.374, -2.116], [1.967, -2.754, -0.183], [1.391, -2.916, -1.912], [1.202, 0.523, 1.542], [0.754, -0.572, 2.584]],
  "mol_weight_g_mol": 131.22,
  "smiles": "CCN(C)C(C)=O.CC",
  "multiplicity": 1,
  "total_charge": 0
}

b (41.0 kcal/mol below the next structure)

a:
{
  "formula": "C7H17NO",
  "method": "ωB97M-V with the def2-TZVPD basis set",
  "symbols": ["C", "C", "C", "C", "C", "C", "C", "N", "O", "H", "H", "H", "H", "H", "H", "H", "H", "H", "H", "H", "H", "H", "H", "H", "H", "H"],
  "coordinates": [[0.404, -0.165, -0.018], [-0.897, 0.555, 0.052], [-1.718, 0.239, -1.481], [1.253, 0.449, 1.433], [0.281, -1.674, 0.083], [-0.843, 2.067, 0.174], [2.496, -0.373, 1.715], [-1.957, -1.135, -1.852], [1.193, 0.234, -1.099], [1.136, -0.437, -1.787], [-1.533, 0.105, 0.815], [-2.162, -1.226, -2.840], [-2.716, -1.540, -1.315], [-2.654, 0.801, -1.369], [-1.102, 0.726, -2.237], [1.534, 1.470, 1.183], [0.577, 0.448, 2.289], [1.269, -2.131, 0.060], [-0.282, -2.053, -0.770], [-0.230, -1.958, 1.000], [-0.084, 2.471, -0.492], [-1.805, 2.503, -0.097], [-0.619, 2.373, 1.193], [2.243, -1.369, 2.078], [3.122, 0.102, 2.474], [3.091, -0.481, 0.808]],
  "mol_weight_g_mol": 131.22,
  "smiles": "CC[C@](C)(O)[C@@H](C)CN",
  "multiplicity": 1,
  "total_charge": 0
}

b:
{
  "formula": "C7H17NO",
  "method": "ωB97M-V with the def2-TZVPD basis set",
  "symbols": ["C", "C", "C", "C", "N", "C", "C", "C", "H", "H", "H", "H", "H", "H", "H", "H", "H", "H", "H", "H", "H", "H", "H", "H", "H", "O"],
  "coordinates": [[-2.984, -1.516, -0.513], [-1.642, -1.146, -1.122], [-0.434, -1.958, -0.639], [0.151, -1.497, 0.724], [0.030, 1.489, 1.037], [1.262, 0.794, 0.948], [1.277, -0.500, 0.630], [2.420, 1.701, 1.253], [-3.034, -1.239, 0.544], [-3.215, -2.570, -0.632], [-3.772, -0.909, -0.965], [-1.696, -1.266, -2.208], [-1.429, -0.098, -0.903], [-0.819, -2.972, -0.482], [0.340, -1.964, -1.380], [-0.673, -1.079, 1.308], [0.548, -2.363, 1.238], [-0.102, 2.184, 1.738], [-0.714, 1.040, 0.574], [2.261, -0.947, 0.506], [3.209, 1.688, 0.500], [2.097, 2.743, 1.234], [2.874, 1.577, 2.228], [1.555, 2.771, -1.118], [0.839, 2.930, -2.491], [1.652, 3.107, -2.012]],
  "mol_weight_g_mol": 131.22,
  "smiles": "CCCC/C=C(/C)N.O",
  "multiplicity": 1,
  "total_charge": 0
}

c:
{
  "formula": "C7H17NO",
  "method": "ωB97M-V with the def2-TZVPD basis set",
  "symbols": ["C", "C", "C", "C", "C", "C", "C", "H", "H", "H", "H", "H", "H", "H", "H", "H", "H", "H", "H", "H", "H", "H", "H", "H", "N", "O"],
  "coordinates": [[-4.129, -0.118, -0.009], [-3.963, 1.476, -0.080], [-0.548, -0.421, -0.033], [0.863, -1.116, -0.251], [1.964, 0.014, 0.049], [3.463, -0.426, -0.288], [4.421, 0.682, 0.088], [-3.141, -1.915, 0.340], [-2.221, -0.354, 0.915], [-4.620, 1.830, -1.060], [-3.057, 2.146, -0.066], [-4.544, 2.013, 0.720], [-0.576, 0.285, 0.916], [-0.652, 0.378, -0.868], [-1.373, -1.212, 0.027], [1.063, -1.570, -1.242], [0.921, -1.985, 0.545], [1.548, 0.895, -0.439], [1.789, 0.027, 1.192], [3.537, -0.684, -1.327], [3.600, -1.365, 0.319], [4.395, 0.939, 1.184], [5.484, 0.439, -0.362], [4.113, 1.530, -0.436], [-3.264, -0.851, 0.729], [-5.072, -0.639, -0.564]],
  "mol_weight_g_mol": 131.22,
  "smiles": "CC(N)=O.CCCCC",
  "multiplicity": 1,
  "total_charge": 0
}

b (8.4 kcal/mol below the next structure)

a:
{
  "formula": "C2H7O2",
  "method": "ωB97M-V with the def2-TZVPD basis set",
  "symbols": ["C", "O", "C", "H", "H", "H", "H", "H", "H", "H", "O"],
  "coordinates": [[0.436, 0.877, 0.186], [-0.823, 1.325, -0.107], [1.170, -0.101, -0.736], [1.001, 1.769, 0.116], [0.313, 0.150, 1.059], [2.341, 0.009, -0.391], [0.879, -1.170, -0.388], [1.097, 0.375, -1.728], [-2.037, -0.207, 0.661], [-1.942, -1.845, 0.365], [-2.434, -1.184, 0.964]],
  "mol_weight_g_mol": 63.08,
  "multiplicity": 1,
  "total_charge": -1
}

b:
{
  "formula": "C2H7O2",
  "method": "ωB97M-V with the def2-TZVPD basis set",
  "symbols": ["O", "H", "C", "O", "C", "H", "H", "H", "H", "H", "H"],
  "coordinates": [[1.531, -2.377, 0.104], [0.745, -2.600, 0.597], [0.192, 0.475, -0.364], [-0.155, -0.726, -0.896], [-0.985, 1.229, 0.372], [0.937, 0.453, 0.469], [0.520, 1.083, -1.238], [1.094, -1.697, -0.541], [-1.416, 0.602, 1.159], [-0.650, 2.218, 0.687], [-1.813, 1.340, -0.348]],
  "mol_weight_g_mol": 63.08,
  "multiplicity": 1,
  "total_charge": -1
}

c:
{
  "formula": "C2H7O2",
  "method": "ωB97M-V with the def2-TZVPD basis set",
  "symbols": ["O", "H", "C", "O", "C", "H", "H", "H", "H", "H", "H"],
  "coordinates": [[1.497, -2.311, 0.625], [0.949, -2.904, 0.102], [-0.047, 0.312, -0.503], [-0.403, -0.941, -0.073], [-0.678, 1.529, 0.291], [1.043, 0.546, -0.482], [-0.477, 0.332, -1.562], [0.681, -1.513, 0.509], [-1.869, 1.301, 0.143], [-0.425, 1.335, 1.261], [-0.273, 2.313, -0.313]],
  "mol_weight_g_mol": 63.08,
  "multiplicity": 1,
  "total_charge": -1
}

d:
{
  "formula": "C2H7O2",
  "method": "ωB97M-V with the def2-TZVPD basis set",
  "symbols": ["O", "H", "C", "O", "C", "H", "H", "H", "H", "H", "H"],
  "coordinates": [[1.295, -1.349, 0.663], [1.918, -1.084, 1.339], [-0.536, 0.966, -0.062], [0.756, 0.753, -0.420], [-1.482, -0.220, -0.307], [-0.691, 1.325, 0.994], [-0.984, 1.851, -0.584], [1.125, -0.341, 0.118], [-1.045, -0.874, -1.062], [-1.725, -0.821, 0.570], [-2.461, 0.101, -0.698]],
  "mol_weight_g_mol": 63.08,
  "multiplicity": 1,
  "total_charge": -1
}

d (1.8 kcal/mol below the next structure)